{"formula": "C13H15F5N3O3PSSe3Te2Ti", "method": "ωB97M-V/def2-TZVPD", "homo_lumo_gap_ev": [5.06, 4.80], "charge": -2, "e_above_lowest_kcal_mol": 0.0, "homo_ev": [-1.22, -1.03], "s2": 2.0638, "spin_multiplicity": 3, "largest_force_ha_per_bohr": 0.007, "lumo_ev": [3.8, 3.8], "species": ["Ti", "Se", "Te", "Te", "Se", "C", "S", "O", "O", "O", "H", "H", "H", "C", "N", "C", "N", "C", "N", "C", "P", "C", "C", "H", "H", "H", "H", "H", "H", "H", "H", "H", "H", "H", "H", "F", "C", "C", "F", "C", "F", "C", "Se", "C", "F", "C", "F"], "coordinates": [[0.72104, 2.42009, -0.56933], [1.39644, 4.48923, -1.24591], [4.86806, 0.61582, 4.34799], [5.48545, -1.65226, 5.54878], [2.23778, 2.82894, 1.18064], [-0.80844, -0.13122, -3.33613], [-0.09701, 1.46460, -3.07585], [-0.04371, 2.09661, -4.36137], [1.21376, 1.25675, -2.40071], [-0.94569, 2.11744, -2.05258], [-1.75715, 0.02575, -3.84567], [-0.96944, -0.61386, -2.37792], [-0.13287, -0.70890, -3.96333], [0.54743, -2.90710, 1.59136], [1.20155, -1.91829, 2.43021], [2.65433, -2.08161, 2.30903], [3.12624, -2.00294, 0.92334], [2.41928, -2.99164, 0.13091], [0.95859, -2.88123, 0.18351], [0.51678, -1.63704, -0.45200], [1.19500, -0.09729, 0.34750], [0.78739, -0.55297, 2.09511], [2.96690, -0.64962, 0.38716], [-0.53567, -2.76363, 1.63905], [0.78839, -3.89750, 1.98797], [2.92030, -3.06506, 2.70283], [3.16045, -1.32429, 2.90737], [2.69104, -3.98223, 0.50670], [2.73625, -2.91364, -0.91309], [-0.57507, -1.60066, -0.42856], [0.83026, -1.64471, -1.49983], [-0.28766, -0.43421, 2.24991], [1.29674, 0.15292, 2.75553], [3.52197, 0.05235, 1.01308], [3.38188, -0.59753, -0.62331], [-6.31445, 1.71239, -1.91316], [-5.17162, 1.91417, -1.23876], [-4.24974, 0.89391, -1.10323], [-4.49716, -0.30283, -1.66263], [-3.08553, 1.11674, -0.39384], [-2.24092, 0.07850, -0.28941], [-2.77670, 2.33795, 0.18717], [-1.15726, 2.61981, 1.17202], [-3.72656, 3.33754, 0.03269], [-3.53480, 4.54940, 0.56358], [-4.90781, 3.14103, -0.66308], [-5.80804, 4.13033, -0.78371]], "lowdin_charge": [-0.28, 0.09, -0.32, -0.45, 0.10, -0.13, 0.40, -0.29, -0.46, -0.44, 0.07, 0.03, 0.07, -0.21, -0.14, -0.20, -0.14, -0.21, -0.15, -0.32, 0.91, -0.31, -0.31, 0.12, 0.12, 0.12, 0.01, 0.12, 0.12, 0.07, 0.08, 0.08, 0.08, 0.05, 0.09, 0.10, -0.15, -0.15, 0.10, -0.27, 0.05, -0.49, 0.67, -0.25, 0.08, -0.15, 0.10]}

***

{"formula": "C5H15O5PSi", "method": "ωB97M-V/def2-TZVPD", "homo_lumo_gap_ev": 10.30, "homo_ev": -9.87, "largest_force_ha_per_bohr": 0.011, "smiles": "CCOCCOC[SiH2]P(=O)(O)O", "lumo_ev": 0.4, "species": ["C", "C", "O", "C", "C", "O", "C", "Si", "P", "O", "O", "O", "H", "H", "H", "H", "H", "H", "H", "H", "H", "H", "H", "H", "H", "H", "H"], "coordinates": [[2.36366, -1.79665, 0.62370], [3.11796, -0.65536, -0.05224], [2.34791, -0.01337, -1.05608], [1.65439, 1.13844, -0.64167], [0.43209, 0.81159, 0.21088], [-0.50066, 1.84698, 0.05757], [-1.53380, 1.81053, 1.02346], [-2.69529, 0.29551, 0.90472], [-2.90760, -0.51032, -1.20263], [-4.32328, -0.64634, -1.54522], [-2.13051, 0.41524, -2.25268], [-2.07871, -1.89171, -1.26927], [1.73082, -1.43421, 1.43605], [1.71258, -2.26755, -0.11237], [3.05456, -2.53334, 1.02434], [4.00233, -1.05300, -0.54910], [3.44753, 0.08483, 0.68152], [2.31900, 1.81961, -0.10551], [1.29498, 1.62199, -1.54909], [0.04032, -0.15209, -0.14847], [0.70358, 0.68609, 1.26605], [-1.09998, 1.80824, 2.03148], [-2.11041, 2.72882, 0.92713], [-4.03238, 0.56781, 1.45076], [-2.07778, -0.81044, 1.68508], [-1.20738, 0.15845, -2.34239], [-1.52394, -2.02976, -0.49603]], "lowdin_charge": [-0.07, -0.26, -0.15, -0.18, -0.24, -0.20, -0.36, 0.70, 0.30, -0.32, -0.15, -0.17, 0.06, 0.08, 0.07, 0.12, 0.12, 0.13, 0.13, 0.10, 0.13, 0.08, 0.08, -0.05, -0.05, 0.07, 0.04]}